Entry w
{
  "formula": "C5H15NOS",
  "method": "ωB97M-V with the def2-TZVPD basis set",
  "e_homo_ev": -8.91,
  "smiles": "CN[C@H](C)CCS.O",
  "symbols": ["S", "O", "N", "C", "C", "C", "C", "C", "H", "H", "H", "H", "H", "H", "H", "H", "H", "H", "H", "H", "H", "H", "H"],
  "positions_angstrom": [[-3.38, -0.52, -1.56], [-1.01, -2.30, 2.69], [1.58, 0.19, -0.86], [-0.83, 0.69, -1.34], [-1.55, -0.66, -1.28], [0.41, 0.95, -0.42], [2.79, 0.50, -0.14], [0.00, 0.53, 1.02], [-1.42, 1.60, -1.30], [-1.53, -1.18, -0.33], [-0.54, 1.36, 1.50], [-0.39, 0.75, -2.36], [-3.62, 0.17, -0.43], [0.63, 2.02, -0.34], [2.78, 0.30, 0.94], [-0.94, -1.49, 3.20], [-1.04, -1.16, -2.08], [2.98, 1.57, -0.38], [1.40, -0.81, -0.80], [0.86, 0.41, 1.69], [-0.37, -2.44, 1.97], [-0.49, -0.44, 1.12], [3.67, -0.05, -0.51]],
  "mulliken_charge": [-0.23, -0.65, -0.37, -1.09, -0.64, 0.36, -0.90, -0.96, 0.49, 0.20, 0.37, 0.37, 0.12, 0.46, 0.28, 0.32, 0.40, 0.30, 0.23, 0.46, 0.33, -0.18, 0.33]
}

Entry x
{
  "formula": "C5H15NOS",
  "method": "ωB97M-V with the def2-TZVPD basis set",
  "e_homo_ev": -8.95,
  "smiles": "CCNCCCS.O",
  "symbols": ["S", "O", "N", "C", "C", "C", "C", "C", "H", "H", "H", "H", "H", "H", "H", "H", "H", "H", "H", "H", "H", "H", "H"],
  "positions_angstrom": [[-2.59, 2.28, -0.27], [0.46, 0.16, 3.27], [0.04, -0.59, -0.16], [0.17, -2.83, 0.89], [-0.30, 1.60, -1.73], [0.95, -1.73, 0.08], [0.70, 0.44, -1.01], [-0.81, 2.71, -0.79], [-0.78, -1.01, -0.73], [2.01, -1.32, 0.49], [0.81, -0.59, 2.77], [-0.26, 2.78, 0.26], [-0.75, -3.06, 0.41], [1.38, -2.19, -0.99], [0.60, -3.80, 0.90], [-1.00, 3.55, -1.34], [-2.39, 1.65, 0.98], [-0.21, 0.36, 2.55], [1.25, -0.04, -1.91], [0.03, -2.64, 1.89], [-1.11, 1.32, -2.32], [1.63, 0.94, -0.64], [0.17, 2.00, -2.62]],
  "mulliken_charge": [-0.24, -0.66, -0.12, -1.16, -0.88, -0.52, -0.86, -0.63, 0.27, 0.30, 0.32, 0.30, 0.31, 0.33, 0.39, 0.37, 0.10, 0.32, 0.32, 0.33, 0.56, 0.42, 0.43]
}

Ordering by calculated energy gives the sequence entry w, entry x, with the first entry being the most stable.

Entry w
{
  "formula": "C2H14O5",
  "method": "ωB97M-V with the def2-TZVPD basis set",
  "e_homo_ev": -10.79,
  "smiles": "CCO.O.O.O.O",
  "symbols": ["O", "O", "O", "O", "O", "C", "C", "H", "H", "H", "H", "H", "H", "H", "H", "H", "H", "H", "H", "H", "H"],
  "positions_angstrom": [[-1.01, -1.59, -0.77], [-0.21, 1.19, -0.38], [3.33, -2.13, -1.89], [2.46, 0.35, 1.00], [0.41, -2.78, 1.84], [-1.09, 1.81, 0.60], [-2.16, 2.64, 0.02], [3.11, -2.81, -1.26], [-3.12, 2.14, -0.21], [-1.64, -1.96, -1.41], [2.57, -2.16, -2.50], [-0.11, 1.83, -1.09], [-0.95, -0.65, -1.00], [-0.22, -3.51, 1.80], [0.70, -2.48, 0.99], [-1.94, 3.05, -0.99], [2.29, -0.34, 1.64], [1.65, 0.29, 0.48], [-2.36, 3.53, 0.61], [-0.35, 2.45, 1.15], [-1.36, 1.10, 1.38]],
  "mulliken_charge": [-0.58, -0.51, -0.62, -0.64, -0.61, -0.16, -1.03, 0.31, 0.26, 0.29, 0.31, 0.22, 0.32, 0.29, 0.28, 0.31, 0.32, 0.31, 0.30, 0.26, 0.36]
}

Entry x
{
  "formula": "C2H14O5",
  "method": "ωB97M-V with the def2-TZVPD basis set",
  "e_homo_ev": -10.17,
  "smiles": "C=C.O.O.O.O.O",
  "symbols": ["O", "O", "O", "O", "O", "C", "C", "H", "H", "H", "H", "H", "H", "H", "H", "H", "H", "H", "H", "H", "H"],
  "positions_angstrom": [[0.42, -1.34, 2.10], [-0.68, -3.15, 0.09], [0.82, 2.59, 1.21], [-2.24, 2.61, 0.20], [1.58, -2.23, -1.38], [0.66, 0.75, -1.10], [-0.58, 0.32, -0.96], [-2.94, 2.29, 0.78], [0.48, -0.45, 2.44], [-1.45, 0.34, -1.61], [-0.06, 2.93, 1.42], [-0.67, -3.02, 1.04], [-2.17, 1.94, -0.49], [1.93, -1.44, -1.78], [0.76, -2.49, -1.83], [-0.88, -0.04, 0.02], [1.34, -1.58, 1.92], [1.33, 0.65, -0.25], [0.16, -2.76, -0.19], [1.12, 1.05, -2.04], [1.08, 3.03, 0.40]],
  "mulliken_charge": [-0.61, -0.64, -0.63, -0.62, -0.71, -0.69, -0.73, 0.32, 0.30, 0.41, 0.31, 0.33, 0.32, 0.31, 0.31, 0.28, 0.31, 0.41, 0.37, 0.33, 0.31]
}

Ordering by calculated energy gives the sequence entry w, entry x, with the first entry being the most stable.

Entry w
{
  "formula": "C3H4OS3",
  "method": "ωB97M-V with the def2-TZVPD basis set",
  "e_homo_ev": -9.12,
  "smiles": "OCC(=S)C(=S)S",
  "symbols": ["S", "S", "S", "O", "C", "C", "C", "H", "H", "H", "H"],
  "positions_angstrom": [[2.18, 1.24, -1.35], [-1.01, 1.46, -0.67], [1.37, -1.58, -1.50], [-1.45, -0.24, 1.72], [1.08, -0.04, -0.91], [-0.09, 0.22, -0.15], [-0.52, -0.80, 0.81], [1.27, 2.15, -0.74], [-2.11, 0.45, 1.26], [0.34, -1.33, 1.35], [-1.06, -1.54, 0.19]],
  "mulliken_charge": [-0.13, -0.25, -0.19, -0.51, 0.17, 0.18, -0.37, 0.19, 0.30, 0.32, 0.31]
}

Entry x
{
  "formula": "C3H4OS3",
  "method": "ωB97M-V with the def2-TZVPD basis set",
  "e_homo_ev": -8.67,
  "smiles": "S=C1SCOCS1",
  "symbols": ["S", "S", "S", "O", "C", "C", "C", "H", "H", "H", "H"],
  "positions_angstrom": [[-2.37, -1.85, -1.28], [-1.23, -0.34, 1.01], [0.09, -0.44, -1.67], [1.08, 0.83, 0.43], [1.26, -0.37, -0.22], [-0.24, 1.15, 0.77], [-1.32, -0.85, -0.65], [-0.13, 1.73, 1.72], [-0.66, 1.83, -0.04], [2.32, -0.42, -0.53], [1.21, -1.29, 0.46]],
  "mulliken_charge": [-0.22, -0.06, -0.04, -0.35, -0.36, -0.31, 0.18, 0.29, 0.28, 0.30, 0.30]
}

Ordering by calculated energy gives the sequence entry x, entry w, with the first entry being the most stable.

Entry w
{
  "formula": "C6H9Br",
  "method": "ωB97M-V with the def2-TZVPD basis set",
  "e_homo_ev": -7.69,
  "symbols": ["Br", "C", "C", "C", "C", "C", "C", "H", "H", "H", "H", "H", "H", "H", "H", "H"],
  "positions_angstrom": [[-3.16, 0.06, 0.10], [0.36, 2.37, 0.09], [0.08, -2.59, -0.16], [0.00, -0.17, 0.55], [-1.49, 0.67, -0.53], [-0.53, 1.19, 0.56], [0.43, -1.41, 0.67], [-1.42, 0.79, -1.65], [-0.93, -2.53, -0.72], [-0.13, -3.30, 0.67], [0.82, -2.93, -0.84], [0.58, 2.36, -0.93], [-1.11, 1.53, 1.48], [1.28, 2.37, 0.60], [1.37, -1.57, 1.42], [-0.15, 3.23, 0.27]],
  "mulliken_charge": [-0.16, -1.44, -0.92, -0.10, -0.63, 0.63, -0.27, 0.34, 0.25, 0.29, 0.30, 0.37, 0.36, 0.38, 0.21, 0.40]
}

Entry x
{
  "formula": "C6H9Br",
  "method": "ωB97M-V with the def2-TZVPD basis set",
  "e_homo_ev": -9.36,
  "smiles": "C=C(C)C1(Br)CC1",
  "symbols": ["Br", "C", "C", "C", "C", "C", "C", "H", "H", "H", "H", "H", "H", "H", "H", "H"],
  "positions_angstrom": [[-2.51, 0.20, -0.01], [0.76, 0.95, 1.52], [-0.15, -1.48, -0.82], [-0.47, -1.66, 0.62], [-0.68, -0.29, -0.07], [0.42, 1.65, -1.04], [0.28, 0.84, 0.22], [0.39, -1.84, 1.27], [-1.35, -2.31, 0.75], [-0.84, -2.03, -1.50], [0.92, -1.48, -1.14], [0.38, 0.25, 2.32], [-0.65, 1.97, -1.38], [1.62, 1.41, 2.01], [0.92, 1.25, -1.88], [0.96, 2.59, -0.87]],
  "mulliken_charge": [-0.10, -0.91, -0.36, -0.88, 0.27, -1.12, 0.49, 0.31, 0.29, 0.24, 0.27, 0.26, 0.27, 0.30, 0.31, 0.36]
}

Entry y
{
  "formula": "C6H9Br",
  "method": "ωB97M-V with the def2-TZVPD basis set",
  "e_homo_ev": -9.55,
  "smiles": "C=CC(C)(Br)C=C",
  "symbols": ["Br", "C", "C", "C", "C", "C", "C", "H", "H", "H", "H", "H", "H", "H", "H", "H"],
  "positions_angstrom": [[-1.74, -1.70, 0.66], [0.01, -0.59, -1.19], [0.86, -0.80, 1.31], [-0.80, 0.97, 0.76], [-0.23, -0.36, 0.29], [-1.20, 1.98, -0.07], [1.20, -0.72, -1.77], [1.10, -1.04, -2.78], [-0.72, 1.14, 1.86], [-1.60, 2.83, 0.44], [0.29, -1.05, 2.24], [-0.88, -0.63, -1.84], [1.53, -1.53, 0.95], [2.15, -0.46, -1.34], [-1.35, 1.94, -1.14], [1.38, 0.03, 1.62]],
  "mulliken_charge": [-0.15, -0.40, -1.59, -0.23, 0.97, -0.87, -0.91, 0.29, 0.32, 0.28, 0.44, 0.36, 0.38, 0.31, 0.30, 0.50]
}

Ordering by calculated energy gives the sequence entry y, entry x, entry w, with the first entry being the most stable.

Entry w
{
  "formula": "CH3N3O",
  "method": "ωB97M-V with the def2-TZVPD basis set",
  "e_homo_ev": -10.10,
  "symbols": ["O", "N", "N", "N", "C", "H", "H", "H"],
  "positions_angstrom": [[-0.21, -0.85, 0.04], [0.85, -0.08, 0.48], [0.83, 0.56, 1.81], [-0.90, -0.16, -1.00], [0.62, 1.38, 0.86], [1.72, -0.31, 0.01], [-1.69, 0.33, -0.56], [-1.23, -0.87, -1.64]],
  "mulliken_charge": [-0.24, 0.17, -0.27, -0.42, -0.02, 0.24, 0.26, 0.27]
}

Entry x
{
  "formula": "CH3N3O",
  "method": "ωB97M-V with the def2-TZVPD basis set",
  "e_homo_ev": [-8.34, -9.31],
  "symbols": ["O", "N", "N", "N", "C", "H", "H", "H"],
  "positions_angstrom": [[-1.29, -1.09, -0.28], [0.93, -0.60, 0.09], [-0.01, -1.33, -0.38], [-1.58, 0.15, 0.15], [1.40, 0.57, 0.06], [0.97, 1.42, -0.52], [2.28, 0.80, 0.61], [-2.68, 0.08, 0.26]],
  "mulliken_charge": [0.04, -0.04, -0.20, -0.42, -0.11, 0.23, 0.27, 0.23]
}

Ordering by calculated energy gives the sequence entry w, entry x, with the first entry being the most stable.